Entry from OMol25: a cluster of 2 separate species, C3H12N4 in total at a distorted geometry (wB97M-V/def2-TZVPD).

Geometry as ORCA input:
```
! wB97M-V def2-TZVPD RIJCOSX def2/J DEFGRID3
* xyz 0 1
H -3.344 0.455 0.833
C -2.721 0.993 0.107
N 0.897 -1.511 -0.496
C 2.755 0.002 -0.053
H -3.324 1.653 -0.513
N -1.964 0.136 -0.751
H -2.515 -1.442 0.208
H -1.992 1.606 0.641
H 1.043 -1.977 0.395
H 3.347 -0.501 -0.815
H 0.616 1.597 0.561
C 1.269 -0.132 -0.401
H 3.050 1.049 -0.010
H 1.067 0.338 -1.369
H 2.963 -0.463 0.911
H 0.567 0.253 1.510
N 0.400 0.605 0.573
N -1.982 -1.076 -0.617
H -0.134 -1.584 -0.713
*
```

* SMILES string: [H]/N=N\C.CC(N)N
* orbital gap: 9.95 eV
* HOMO level: -0.3276 hartree

Entry from OMol25: a structure of composition C35H50N15O2PS2 (wB97M-V/def2-TZVPD).

Geometry as ORCA input:
```
! wB97M-V def2-TZVPD RIJCOSX def2/J DEFGRID3
* xyz 0 1
H 8.665 4.758 -3.318
N 5.732 -1.136 1.133
N 7.240 6.469 -1.085
C 4.669 -0.666 0.476
H 5.037 -0.169 3.966
N -2.355 3.569 -3.881
H 9.952 5.429 -2.312
C 1.671 -3.178 -6.595
H -10.568 -1.307 0.390
O 1.846 -1.967 -5.911
H 5.905 4.164 4.145
H 2.523 1.038 -6.546
C -5.478 -1.967 -0.140
H 0.142 4.884 -2.438
S 1.682 3.650 1.180
C 4.968 3.820 -0.922
C -5.428 -1.908 4.789
H -5.209 -1.890 5.854
H 0.643 -3.273 -6.959
S 6.752 -1.679 0.030
H -0.416 0.197 3.588
H -6.669 -2.115 1.590
H 2.348 -3.256 -7.451
C 8.021 6.110 -1.845
H -2.174 -3.949 6.840
H -10.039 -1.557 2.057
H 4.198 4.059 4.580
C 4.782 -0.826 -0.934
H 0.878 1.060 -6.012
N -8.965 -4.017 0.398
C -6.673 -4.209 7.127
C 1.292 -0.023 -3.510
H -11.462 -2.406 1.446
C -3.651 0.825 -4.765
H -0.844 1.067 2.118
N -4.702 -4.194 3.787
N -1.359 0.044 -5.714
O 4.793 0.475 3.291
H -7.092 -5.963 6.055
N 4.320 5.570 1.826
H 9.194 6.425 -3.558
C 3.793 3.621 -1.757
H -3.802 0.466 -3.749
N 2.849 3.458 -2.391
H -1.252 -0.637 2.284
N -5.015 -1.353 -0.990
C -9.627 -3.148 0.748
H 4.699 4.420 -0.052
H -2.201 -5.367 5.786
C 1.499 2.138 0.910
P 3.247 0.189 2.811
H -6.704 -3.535 0.555
H -4.904 -1.074 4.319
C -1.597 3.875 -3.076
H 0.582 0.486 -1.582
C 2.339 0.306 -4.577
C 2.538 0.325 0.134
C -10.469 -2.045 1.184
C 3.745 -0.421 -1.801
H -5.378 -5.634 6.293
H -0.789 -5.045 6.802
H 1.578 1.722 -2.282
C 9.011 5.656 -2.810
C 2.624 0.146 -1.300
C -0.651 4.254 -2.038
H -0.187 3.370 -1.605
C -6.359 -5.582 6.762
H 2.794 1.265 -4.324
H 5.352 2.860 -0.572
H 0.560 -0.929 -7.121
C 1.495 0.641 -2.156
N -0.548 -3.188 4.254
H 2.270 -0.906 -7.609
N -6.928 -3.123 7.396
C -1.567 -4.583 6.197
H -3.689 1.914 -4.758
H 3.882 -0.559 -2.860
H -6.499 -1.751 4.672
C 3.496 -0.059 1.014
H -5.292 -3.210 1.549
H 2.324 -1.513 3.979
H 1.159 -1.098 -3.399
C 1.585 -0.857 -6.757
N -3.467 0.953 3.875
N 3.025 -1.457 3.253
H 2.688 -1.989 2.459
C -0.983 -3.801 5.120
C -6.062 -2.745 0.939
N 1.334 0.958 0.659
C 4.972 4.722 4.195
H 5.098 5.552 4.888
H 0.339 0.343 -3.882
H 5.762 4.329 -1.461
C -5.024 -3.179 4.217
H -6.362 -6.221 7.644
N 5.936 -1.383 -1.313
H -1.152 4.798 -1.239
C -2.374 0.376 -5.293
C 4.604 5.209 2.877
C -2.457 0.670 3.409
H 3.132 -0.436 -4.617
H -4.468 0.453 -5.381
H 1.866 -3.986 -5.898
C 1.779 0.458 -5.998
C -1.180 0.307 2.820
*
```

* orbital gap: 7.96 eV
* HOMO level: -0.3048 hartree